Formula: C7H13N
Source: OMol25
Level of theory: ωB97M-V/def2-TZVPD

As for the lowest unoccupied orbital energy: 0.809 eV. The calculation puts the energy above the lowest of the compared OMol25 structures with the same formula, charge and spin at 99.1 kcal/mol. The value obtained for the HOMO-LUMO gap is 8.22 eV. The charge is 0.

```
21
C7H13N ωB97M-V/def2-TZVPD
C 0.541 -2.296 -0.305
C -0.681 -1.315 -0.368
C -0.343 0.152 -0.271
C -0.991 0.802 0.747
C -1.370 2.215 0.671
C 1.133 2.028 -1.027
C 0.754 0.740 -0.978
N 1.118 -2.335 1.034
H 0.243 -3.294 -0.611
H 1.287 -1.731 -0.879
H -1.255 -1.452 -1.286
H -1.320 -1.623 0.466
H -1.161 0.212 1.636
H -1.933 2.628 1.499
H -0.239 2.006 0.766
H -1.646 2.503 -0.334
H 0.421 2.839 -1.077
H 2.137 2.319 -1.305
H 1.361 0.041 -1.530
H 0.741 -3.004 1.687
H 1.203 -1.433 1.466
```

---

Formula: C53H55BrFN4O3P2ScSi
Source: OMol25
Level of theory: ωB97M-V/def2-TZVPD

As for the lowest unoccupied orbital energy: 0.256 eV. The calculation puts the energy above the lowest of the compared OMol25 structures with the same formula, charge and spin at 18.4 kcal/mol. The value obtained for the HOMO-LUMO gap is 7.51 eV. The charge is 0.

```
121
C53H55BrFN4O3P2ScSi ωB97M-V/def2-TZVPD
Sc 0.259 1.990 0.380
O 1.816 -3.852 -0.334
C 2.206 -3.115 0.752
C 2.746 -3.791 1.836
C 3.166 -3.079 2.948
C 3.068 -1.694 2.976
C 2.514 -1.030 1.891
C 2.056 -1.728 0.785
C 1.378 -1.005 -0.370
O 1.074 0.289 -0.098
N 2.278 -1.183 -1.517
N 1.911 -0.618 -2.685
C 2.840 -0.336 -3.508
C 2.588 0.232 -4.828
Br 0.908 1.081 -5.072
C 3.464 0.266 -5.834
C 4.787 -0.382 -5.849
C 5.855 0.282 -6.455
C 7.117 -0.288 -6.493
C 7.331 -1.543 -5.938
C 6.272 -2.225 -5.358
C 5.009 -1.653 -5.317
H 1.758 -3.260 -1.100
H 2.835 -4.869 1.790
H 3.584 -3.611 3.793
H 3.409 -1.132 3.836
H 2.426 0.046 1.884
H 0.460 -1.571 -0.620
H 3.265 -1.121 -1.275
H 3.891 -0.497 -3.255
H 3.201 0.833 -6.719
H 5.691 1.260 -6.891
H 7.935 0.247 -6.958
H 8.315 -1.991 -5.970
H 6.425 -3.213 -4.944
H 4.182 -2.208 -4.895
C 4.671 3.114 1.036
Si 2.921 3.787 0.952
C 2.416 3.773 -0.857
C 2.884 5.544 1.601
N 1.756 2.763 1.709
C 1.820 2.364 3.018
C 2.756 2.754 3.994
C 2.709 2.252 5.287
C 1.734 1.347 5.684
C 0.780 0.942 4.756
C 0.866 1.463 3.495
F -0.069 1.069 2.541
H 5.336 3.722 0.418
H 4.695 2.092 0.648
H 5.083 3.095 2.045
H 3.021 4.475 -1.436
H 1.375 4.079 -0.990
H 2.554 2.786 -1.313
H 3.473 6.212 0.968
H 3.286 5.608 2.615
H 1.858 5.915 1.627
H 3.527 3.465 3.728
H 3.454 2.582 6.001
H 1.710 0.961 6.694
H -0.003 0.235 4.996
N -1.891 2.781 -3.242
C -1.201 2.911 -2.106
O -0.525 1.959 -1.676
C -1.252 4.210 -1.352
C -1.011 3.944 0.135
H -1.894 1.891 -3.714
H -2.472 3.527 -3.578
H -2.180 4.739 -1.603
H -0.445 4.819 -1.780
H -1.986 3.816 0.621
H -0.562 4.826 0.603
C -1.876 -1.115 1.193
P -2.250 0.626 0.695
C -3.471 1.261 1.886
C -4.782 0.791 1.974
C -5.640 1.278 2.946
C -5.196 2.236 3.849
C -3.897 2.711 3.771
C -3.040 2.229 2.790
C -3.127 0.401 -0.892
C -2.447 -0.291 -1.898
C -3.017 -0.470 -3.147
C -4.271 0.065 -3.423
C -4.932 0.796 -2.449
C -4.361 0.970 -1.192
P -3.102 -2.113 2.148
C -4.332 -2.547 0.849
C -4.002 -2.872 -0.465
C -4.989 -3.168 -1.392
C -6.325 -3.159 -1.013
C -6.669 -2.859 0.297
C -5.676 -2.553 1.218
C -2.185 -3.701 2.276
C -1.201 -4.137 1.390
C -0.598 -5.375 1.552
C -0.969 -6.197 2.607
C -1.940 -5.773 3.502
C -2.537 -4.531 3.339
H -0.974 -1.070 1.809
H -1.581 -1.609 0.265
H -5.136 0.042 1.279
H -6.655 0.905 3.004
H -5.866 2.613 4.612
H -3.546 3.460 4.469
H -2.030 2.614 2.728
H -1.445 -0.666 -1.718
H -2.476 -1.018 -3.908
H -4.723 -0.080 -4.396
H -5.901 1.230 -2.659
H -4.890 1.548 -0.447
H -2.965 -2.898 -0.777
H -4.715 -3.407 -2.412
H -7.096 -3.389 -1.738
H -7.708 -2.858 0.601
H -5.943 -2.305 2.240
H -0.884 -3.518 0.560
H 0.165 -5.687 0.851
H -0.497 -7.163 2.734
H -2.228 -6.405 4.332
H -3.286 -4.196 4.048
```

---

Formula: C4H2N4
Source: OMol25
Level of theory: ωB97M-V/def2-TZVPD

As for the SMILES: N#Cc1ncncn1. As for the lowest unoccupied orbital energy: -1.025 eV. The calculation puts the energy above the lowest of the compared OMol25 structures with the same formula, charge and spin at 0.0 kcal/mol. The value obtained for the HOMO-LUMO gap is 10.06 eV. The charge is 0.

```
10
C4H2N4 ωB97M-V/def2-TZVPD
C -2.306 -0.022 -0.011
C -0.878 0.009 0.013
C 1.058 -1.116 -0.033
C 1.074 1.107 0.008
H 1.562 -2.058 0.004
H 1.597 2.066 0.070
N -3.448 0.009 -0.005
N -0.235 -1.172 0.006
N 1.827 -0.001 -0.008
N -0.251 1.177 -0.044
```

---

> The lowest HOMO-LUMO gap belongs to which entry?

C53H55BrFN4O3P2ScSi

---

> Which of these has the lowest HOMO-LUMO gap?

C53H55BrFN4O3P2ScSi

---

> Which formula does entry 2 have?

C53H55BrFN4O3P2ScSi

---

> charge of number 3 (C4H2N4)?

0